[1]
68
Properties=species:S:1:pos:R:3 method="wB97M-V/def2-TZVPD" total_charge=+1 homo_lumo_gap_ev=7.0 energy_ev=-68456.0969 molar_mass_g_mol=744.67 lumo_energy_ev=-3.047 e_above_lowest_kj_mol=30.3
Au 0.2542 -0.5333 -0.6122
O 2.2736 3.1133 0.4644
C 1.2437 4.0191 0.4493
C 1.5524 5.3302 0.7915
C 0.5778 6.3073 0.7354
C -0.7153 5.9924 0.3256
C -1.0220 4.6904 -0.0078
C -0.0577 3.6782 0.0634
C -0.4461 2.2991 -0.2860
O 0.3229 1.3138 0.1918
N -1.4832 2.0936 -1.0157
N -1.6571 0.7452 -1.2557
C -2.8381 0.4071 -1.6115
S -3.2185 -1.2749 -1.9285
C -4.7061 -0.8880 -2.8857
C -5.3909 0.2679 -2.1794
S -4.1460 1.5421 -1.8414
H 1.9303 2.2815 0.1128
H 2.5702 5.5626 1.0790
H 0.8301 7.3264 1.0013
H -1.4756 6.7601 0.2735
H -2.0217 4.4206 -0.3200
H -5.3320 -1.7792 -2.8932
H -4.4335 -0.6265 -3.9060
H -5.8349 -0.0599 -1.2412
H -6.1634 0.7175 -2.8017
O -1.0229 -1.4229 1.0354
C -1.7884 -2.4471 0.7862
C -3.0203 -2.5948 1.4666
C -3.8774 -3.6318 1.1856
C -3.5678 -4.5838 0.2111
C -2.3638 -4.4852 -0.4455
C -1.4605 -3.4487 -0.1593
C -0.1736 -3.4488 -0.8286
N 0.6299 -2.4328 -1.1564
C 1.7391 -2.9317 -1.8106
C 1.6157 -4.2748 -1.8835
N 0.4268 -4.5809 -1.2592
H -3.2802 -1.8414 2.1999
H -4.8196 -3.7015 1.7175
H -4.2617 -5.3798 -0.0232
H -2.1270 -5.2066 -1.2216
H 2.5204 -2.2940 -2.1895
H 2.2575 -5.0227 -2.3157
H 0.0483 -5.4983 -1.0976
C 0.7146 -0.2843 3.3730
N 1.6484 0.3130 2.3714
C 2.6024 1.2613 3.0166
C 2.3671 -0.7717 1.5948
C 2.9786 -0.2603 0.3170
C 4.3344 0.0527 0.2460
C 4.8923 0.5318 -0.9296
C 4.0964 0.7098 -2.0509
C 2.7406 0.3983 -2.0099
C 2.2024 -0.0892 -0.8342
H 0.2415 0.5233 3.9256
H 1.2981 -0.9025 4.0530
H -0.0322 -0.8683 2.8342
H 1.0766 0.8410 1.6900
H 3.1637 0.7118 3.7705
H 2.0329 2.0620 3.4803
H 3.2606 1.6868 2.2679
H 1.6195 -1.5398 1.4006
H 3.1249 -1.1793 2.2644
H 4.9600 -0.0882 1.1208
H 5.9472 0.7710 -0.9669
H 4.5271 1.0965 -2.9658
H 2.1151 0.5454 -2.8820

[2]
191
Properties=species:S:1:pos:R:3 method="wB97M-V/def2-TZVPD" total_charge=0 smiles="CN(C)P(=O)(N(C)C)N(C)C.CN(C)P(=O)(N(C)C)N(C)C.CN(C)P(=O)(N(C)C)N(C)C.CN(C)P(=O)(N(C)C)N(C)C.CCOS(C)(=O)=O.CCOS(C)(=O)=O.CCOS(C)(=O)=O.CCOS(C)(=O)=O.CCOS(C)(=O)=O" homo_lumo_gap_ev=8.5 energy_ev=-190376.6753 molar_mass_g_mol=1337.62 lumo_energy_ev=0.262
O -0.1602 -2.4627 1.6715
P -1.0836 -3.5458 1.3047
N -2.4892 -3.5019 2.1843
C -3.5665 -4.5075 1.9936
C -2.1259 -3.4794 3.6253
N -0.3200 -5.0250 1.4199
C 0.8745 -5.1421 2.2648
C -0.8377 -6.3577 1.1059
N -1.6208 -3.4915 -0.2700
C -0.6320 -3.6037 -1.3505
C -2.6821 -2.5101 -0.4877
H -4.5016 -4.1508 2.4825
H -3.1789 -5.4313 2.3369
H -3.7621 -4.7189 0.9290
H -2.9496 -3.1521 4.2649
H -1.2891 -2.8357 3.8225
H -1.8267 -4.4355 3.9181
H 1.2410 -4.1683 2.5146
H 0.6270 -5.6886 3.1276
H 1.6991 -5.6324 1.7503
H -1.1073 -6.9775 1.9502
H -1.7330 -6.3165 0.4323
H -0.0233 -6.8774 0.5842
H -1.0013 -4.3900 -2.0329
H -0.6867 -2.6777 -1.8675
H 0.3666 -3.8118 -0.9281
H -2.2726 -1.4342 -0.6290
H -3.4336 -2.4754 0.3291
H -3.1548 -2.6401 -1.4671
O -3.1785 3.0680 3.4494
P -4.4078 2.3705 3.2025
N -5.6240 2.6178 4.3067
C -5.8870 1.6010 5.2827
C -5.9767 3.9354 4.7359
N -4.0887 0.7777 2.8964
C -2.8850 0.2035 3.5351
C -4.9136 -0.0374 2.0435
N -5.0800 3.0304 1.8466
C -4.2121 3.1827 0.7003
C -6.4721 3.0138 1.4866
H -6.9619 1.4725 5.2875
H -5.5065 1.9067 6.2766
H -5.4430 0.6174 5.0257
H -7.0506 4.0791 4.6523
H -5.5003 4.5981 4.0507
H -5.7412 4.1856 5.7889
H -2.1915 1.0197 3.7769
H -3.2205 -0.3571 4.3659
H -2.5036 -0.5971 2.8176
H -5.4672 -0.7282 2.7585
H -5.6431 0.5560 1.5631
H -4.3474 -0.6151 1.3382
H -3.7635 2.1786 0.3017
H -4.6226 3.7706 -0.1857
H -3.4248 3.8345 1.1311
H -6.8995 4.0207 1.4708
H -6.9446 2.4717 2.2666
H -6.6931 2.4911 0.5250
O 3.4030 1.1485 -3.7585
P 4.8848 0.9436 -3.6361
N 5.6118 1.5716 -4.9746
C 6.9372 1.2018 -5.5252
C 4.8298 2.1642 -6.0152
N 5.2634 -0.6369 -3.5467
C 6.6028 -1.2167 -3.3221
C 4.3188 -1.6195 -4.0102
N 5.7182 1.6412 -2.4034
C 5.4206 1.2440 -1.0105
C 6.2541 2.9318 -2.5481
H 7.5736 0.7272 -4.8221
H 7.4864 2.0717 -5.8634
H 6.7634 0.6151 -6.4771
H 4.5581 1.5490 -6.8763
H 5.2992 3.0840 -6.3876
H 3.9102 2.4784 -5.6092
H 7.3258 -0.5120 -2.9872
H 6.4176 -2.0034 -2.6597
H 6.9662 -1.6899 -4.2381
H 3.3149 -1.2187 -4.2289
H 4.6157 -2.2650 -4.8731
H 4.1117 -2.3647 -3.2306
H 6.2458 1.4123 -0.3575
H 4.5786 1.8151 -0.5937
H 5.1990 0.2062 -1.0817
H 6.5313 3.1459 -3.5689
H 7.1692 3.0440 -1.9405
H 5.5163 3.6778 -2.1310
O -1.8620 3.6180 -5.9521
P -1.4564 2.3684 -5.2506
N -2.1042 2.4290 -3.7093
C -1.6801 1.4769 -2.6757
C -2.5951 3.6692 -3.0896
N 0.0738 1.9546 -5.0319
C 0.9676 1.3871 -6.0896
C 0.8683 2.8553 -4.1351
N -1.9713 1.0020 -6.0809
C -2.7773 1.1275 -7.2927
C -1.8411 -0.4299 -5.7584
H -1.6707 0.4630 -3.1416
H -2.4724 1.4092 -1.8806
H -0.7162 1.7788 -2.1938
H -3.6655 3.4892 -2.8413
H -2.3868 4.6158 -3.6754
H -2.1550 3.9677 -2.1091
H 1.0646 2.0128 -6.9933
H 1.9463 1.2552 -5.7097
H 0.5532 0.3709 -6.4726
H 0.1824 3.4123 -3.4458
H 1.6788 2.3370 -3.5693
H 1.3324 3.6707 -4.7505
H -3.7054 0.6261 -7.0569
H -2.8986 2.1501 -7.5394
H -2.2675 0.5519 -8.1168
H -1.3033 -0.5869 -4.8521
H -1.4479 -1.0280 -6.6155
H -2.8710 -0.7904 -5.6563
O 3.4102 -3.7095 6.2599
S 3.6728 -2.6307 5.3608
O 4.3761 -2.8264 4.1324
O 2.2201 -2.0543 5.1268
C 2.0336 -1.1469 3.9491
C 1.2647 0.0923 4.2713
C 4.4497 -1.2390 6.1598
H 1.5159 -1.8288 3.2814
H 3.0208 -0.9241 3.4916
H 1.5142 0.8412 3.4995
H 1.5000 0.5669 5.2010
H 0.2139 -0.0595 4.3335
H 3.9142 -1.1909 7.0965
H 4.3036 -0.3851 5.5043
H 5.5223 -1.4787 6.2611
O -6.6417 -0.4832 -2.5947
S -5.3045 -0.0039 -2.7232
O -4.5465 0.5195 -1.6425
O -4.3316 -1.1382 -3.3573
C -4.7635 -2.1359 -4.4054
C -5.4793 -3.3129 -3.7720
C -5.2861 1.2328 -4.0029
H -3.8691 -2.2663 -5.0264
H -5.4600 -1.6306 -5.1262
H -5.8970 -2.9564 -2.8273
H -4.8509 -4.1679 -3.5038
H -6.2828 -3.6805 -4.4842
H -5.8717 0.8989 -4.8923
H -4.2388 1.5304 -4.3045
H -5.7890 2.0464 -3.5770
O 4.2182 -1.6394 1.2862
S 4.8995 -2.6092 0.4753
O 4.8227 -2.5811 -0.9640
O 6.4848 -2.3645 0.6468
C 6.9508 -1.9229 1.9669
C 7.3339 -3.1932 2.7330
C 4.5164 -4.2184 1.0522
H 6.1271 -1.3889 2.4721
H 7.8226 -1.3032 1.7426
H 6.4403 -3.8325 2.8181
H 7.8452 -3.0854 3.7084
H 8.1181 -3.6648 2.1698
H 5.3607 -4.9352 0.9504
H 3.6223 -4.5315 0.4767
H 4.2861 -4.1573 2.1183
O 0.9364 5.1776 5.9284
S 0.8213 3.9859 5.2064
O 1.9336 3.0867 5.1334
O -0.3937 3.0512 5.6051
C -1.6127 3.7038 6.0675
C -1.5887 3.6628 7.5691
C 0.3427 4.3806 3.6050
H -2.4364 3.1504 5.6638
H -1.7330 4.7199 5.7844
H -2.5309 4.1355 7.9142
H -0.7702 4.2992 7.9492
H -1.5332 2.6604 8.0476
H -0.7179 4.6327 3.6325
H 0.4272 3.5082 2.9278
H 0.8201 5.2290 3.1498
O 1.4991 2.3684 1.6209
S 0.5140 2.0321 0.6139
O 0.1009 3.1187 -0.2104
O 1.1575 0.9831 -0.3658
C 1.8579 -0.2061 0.0913
C 2.2278 -0.9102 -1.1500
C -0.8778 1.2645 1.3230
H 1.0697 -0.6729 0.6959
H 2.6752 0.0974 0.7055
H 2.6545 -1.8769 -0.9216
H 2.8690 -0.3248 -1.8208
H 1.2681 -1.0332 -1.7161
H -0.6093 0.4271 1.9619
H -1.4112 0.7526 0.5078
H -1.4941 2.0084 1.8252

[3]
15
Properties=species:S:1:pos:R:3 method="wB97M-V/def2-TZVPD" multiplicity=3 total_charge=0 s2=2.015 homo_lumo_gap_ev="10.0 / 7.4" energy_ev=-16995.0249 molar_mass_g_mol=117.09 lumo_energy_ev="0.951 / -1.432" e_above_lowest_kj_mol=0.0
C -0.7627 0.1299 0.3331
C -1.4653 -1.1119 0.2138
C -1.8497 0.0532 -0.6581
N 1.7610 -0.7120 -1.2670
N 1.6848 -0.3317 1.3273
N 1.3394 1.8707 -0.1199
P 0.9678 0.1271 -0.1587
H -1.0322 -1.9565 -0.1731
H -2.2640 -1.4322 0.8603
H -2.7703 0.6599 -0.3871
H -1.5484 0.0681 -1.7084
H 1.2702 -1.2438 1.5041
H 2.6438 -0.5517 1.2443
H 0.4514 2.3205 0.1463
H 1.5739 2.1104 -1.1571

[4]
30
Properties=species:S:1:pos:R:3 method="wB97M-V/def2-TZVPD" total_charge=+1 homo_lumo_gap_ev="8.1 / 8.3" energy_ev=-14652.9347 molar_mass_g_mol=177.27 lumo_energy_ev="-3.449 / -3.201" e_above_lowest_kj_mol=407.6
C -1.2824 -2.2279 2.4158
C 0.0542 -2.5147 1.9583
C -1.8855 -1.0199 2.0876
C 0.6923 -1.5281 1.2534
C -1.3243 -0.1682 1.2027
C 0.0722 -0.3647 0.8013
C -2.0033 1.0965 0.8466
C -1.3528 1.7390 -0.3583
C 0.7464 0.5011 -0.1363
C 0.0870 -0.5740 -2.3375
C 1.9317 1.0499 -2.1708
N 1.6466 1.3470 0.5355
N 1.1730 -0.0165 -1.4566
H -1.7486 -2.8374 3.1544
H 0.6851 -3.4069 2.1258
H -2.8661 -0.7432 2.4494
H 1.7497 -1.6168 0.9467
H -3.1293 1.0074 0.6595
H -1.9928 1.6885 1.7346
H -1.6367 1.2091 -1.3133
H -0.8290 2.6779 -0.4431
H 0.6254 -0.8348 -3.2569
H -0.3548 -1.4021 -1.6974
H -0.5406 0.2965 -2.5816
H 1.9726 0.6750 -3.1794
H 1.4216 2.0210 -2.0524
H 2.8543 1.1120 -1.6489
H 1.6460 1.1929 1.4824
H 1.6562 2.3884 0.2843
H 1.9322 -0.7472 -1.3058

[5]
73
Properties=species:S:1:pos:R:3 method="wB97M-V/def2-TZVPD" total_charge=0 smiles="CCCCCN1C(=O)c2cc(CC(=O)O)c(F)c(Cl)c2C1=O.CC#N.CC#N.CC#N.CC#N.CC#N.CC#N" homo_lumo_gap_ev=9.1 energy_ev=-62391.6268 molar_mass_g_mol=574.06 lumo_energy_ev=-0.692
C -4.9083 2.3668 -0.6302
C -5.6062 1.2881 -1.5371
C -4.7655 -0.0345 -1.7293
C -5.1405 -1.2125 -0.7459
C -5.2580 -0.8122 0.7731
N -4.0167 -1.0309 1.5831
C -2.7861 -0.5046 1.0796
O -2.3915 0.6293 0.9702
C -1.8464 -1.6748 0.6775
C -0.5330 -1.6907 0.0640
C 0.0687 -3.0085 -0.1792
C 1.4890 -3.1501 -0.7994
C 2.1394 -1.7489 -1.1170
O 2.7702 -1.1491 -0.2851
O 2.0137 -1.2243 -2.4025
C -0.6544 -4.2475 0.1579
F -0.1302 -5.4884 -0.0929
C -1.9852 -4.2248 0.7822
Cl -2.9139 -5.6706 1.2133
C -2.5480 -2.9130 1.0475
C -3.8812 -2.4587 1.7126
O -4.5767 -3.2744 2.2535
H -5.5408 3.2929 -0.5377
H -4.6810 2.0303 0.4131
H -3.9155 2.5894 -1.1114
H -5.7668 1.7582 -2.5422
H -6.6152 0.9702 -1.1408
H -3.6507 0.1286 -1.7098
H -4.9894 -0.3999 -2.7754
H -6.1663 -1.5739 -1.0551
H -4.4516 -2.0818 -0.9369
H -6.0416 -1.4886 1.2207
H -5.6530 0.2267 0.9389
H -0.0227 -0.7295 -0.1704
H 1.5505 -3.8598 -1.6630
H 2.1491 -3.5895 0.0050
H 1.5383 -0.3758 -2.3150
C 0.8866 0.3241 3.1956
C 0.7685 -1.1448 3.0375
N 0.6725 -2.2850 2.8950
H -0.1035 0.7640 3.3150
H 1.4880 0.5546 4.0751
H 1.3636 0.7534 2.3145
C 1.2821 -2.5455 6.9884
C 1.6202 -1.1914 7.4875
N 1.8826 -0.1413 7.8718
H 1.6893 -3.2998 7.6610
H 0.2000 -2.6614 6.9355
H 1.7026 -2.6865 5.9928
C 5.3023 -0.0830 -1.3736
C 6.5779 0.6819 -1.3928
N 7.5628 1.2736 -1.4054
H 5.0370 -0.3336 -0.3483
H 4.5038 0.5148 -1.8110
H 5.4112 -1.0028 -1.9473
C 5.0931 3.5386 -0.4858
C 3.9720 4.5090 -0.5147
N 3.1031 5.2597 -0.5362
H 4.7165 2.5457 -0.2423
H 5.5805 3.5055 -1.4596
H 5.8224 3.8364 0.2666
C -3.4588 6.4419 -1.0116
C -3.6456 5.3417 -1.9864
N -3.7908 4.4883 -2.7402
H -3.1058 6.0390 -0.0626
H -2.7256 7.1525 -1.3918
H -4.4049 6.9576 -0.8501
C 7.4968 -0.7899 -5.3064
C 6.3779 0.1816 -5.3342
N 5.5107 0.9343 -5.3539
H 7.1193 -1.7824 -5.0616
H 7.9817 -0.8238 -6.2815
H 8.2272 -0.4905 -4.5548

[6]
17
Properties=species:S:1:pos:R:3 method="wB97M-V/def2-TZVPD" total_charge=0 homo_lumo_gap_ev=7.6 energy_ev=-7415.5845 molar_mass_g_mol=94.16 lumo_energy_ev=-0.249 e_above_lowest_kj_mol=525.9
C 1.8934 0.7065 -0.0060
C 0.4831 1.2121 -0.2052
C -0.6665 0.4040 -0.7575
C -0.3882 -1.0579 -0.7785
C -0.5777 -1.5106 0.5749
C -0.5907 -0.4404 1.4173
C -0.7026 0.8409 0.6912
H 2.4575 0.7838 -0.9414
H 2.4098 1.3093 0.7496
H 1.9182 -0.3394 0.3086
H 0.4526 2.2531 -0.5295
H -1.2625 0.8671 -1.5387
H -1.2434 -1.8133 -1.7757
H -2.0270 -1.9654 -1.8617
H -0.4778 -2.5501 0.8788
H -0.4208 -0.4906 2.4919
H -1.2981 1.6534 1.1017